No. 1
This record from the Open Molecules 2025 dataset describes a molecular structure, C31H27Cl2FN5OSiYb. The level of theory is wB97M-V/def2-TZVPD.

CARTESIAN COORDINATES (ANGSTROEM)
Yb1 0.405 0.576 -0.042
Cl1 5.369 1.013 0.976
C1 4.115 0.955 2.160
C2 4.475 0.892 3.521
C3 3.526 0.840 4.497
Cl2 4.006 0.759 6.166
C4 2.149 0.846 4.164
C5 1.092 0.782 5.095
C6 -0.202 0.774 4.653
C7 -0.449 0.835 3.272
N1 0.510 0.916 2.378
C8 1.807 0.914 2.799
C9 2.794 0.970 1.755
O1 2.393 1.027 0.518
H1 5.524 0.882 3.780
H2 1.319 0.733 6.151
H3 -1.032 0.715 5.343
H4 -1.463 0.806 2.889
C10 -1.330 0.340 -4.575
Si1 0.257 0.285 -3.563
C11 1.736 0.648 -4.665
C12 0.443 -1.472 -2.944
N2 0.194 1.333 -2.174
C13 0.096 2.699 -2.334
C14 -0.030 3.407 -3.548
C15 -0.118 4.790 -3.597
C16 -0.087 5.564 -2.446
C17 0.033 4.919 -1.221
C18 0.108 3.552 -1.226
F1 0.216 2.914 0.017
H5 -1.315 -0.445 -5.335
H6 -1.500 1.288 -5.086
H7 -2.192 0.156 -3.928
H8 1.822 -0.119 -5.439
H9 2.655 0.628 -4.075
H10 1.689 1.615 -5.165
H11 0.520 -2.128 -3.816
H12 -0.405 -1.818 -2.349
H13 1.340 -1.635 -2.342
H14 -0.055 2.859 -4.478
H15 -0.208 5.269 -4.563
H16 -0.145 6.642 -2.492
H17 0.076 5.452 -0.281
N3 -0.517 -9.525 2.106
C19 -0.404 -8.406 1.867
C20 -0.264 -7.008 1.567
C21 -0.399 -6.065 2.584
C22 -0.269 -4.721 2.292
C23 -0.005 -4.298 0.985
C24 0.131 -5.256 -0.024
C25 0.003 -6.601 0.261
C26 0.119 -2.904 0.684
C27 0.221 -1.720 0.410
H18 -0.603 -6.391 3.594
H19 -0.369 -3.979 3.072
H20 0.340 -4.928 -1.033
H21 0.109 -7.342 -0.520
C28 -2.634 3.163 0.845
C29 -2.895 1.759 0.428
N4 -2.009 0.796 0.252
C30 -2.723 -0.332 -0.126
C31 -4.041 -0.031 -0.200
N5 -4.135 1.293 0.168
H22 -1.692 3.222 1.383
H23 -3.430 3.525 1.496
H24 -2.568 3.822 -0.023
H25 -2.223 -1.271 -0.300
H26 -4.903 -0.620 -0.452
H27 -4.978 1.837 0.232

Values from the calculation:
Gap between HOMO and LUMO (alpha / beta), eV: 7.36 / 7.36
Highest occupied orbital energy (alpha / beta), Ha: -0.2827 / -0.2827
2S+1: 2
Energy above the lowest of the compared OMol25 structures with the same formula, charge and spin, eV: 0.357
E_LUMO (alpha / beta), Eh: -0.0123 / -0.0122

No. 2
This record from the Open Molecules 2025 dataset describes a molecular structure, C28H32N8O3STc. The level of theory is wB97M-V/def2-TZVPD.

CARTESIAN COORDINATES (ANGSTROEM)
Tc1 0.748 0.309 0.373
O1 -2.303 2.572 -1.258
C1 -1.309 1.950 -1.004
N1 -1.052 1.208 0.146
C2 -1.981 1.249 1.221
O2 -2.687 2.179 1.477
C3 -1.998 -0.039 1.992
C4 -2.970 -0.302 2.940
C5 -2.939 -1.537 3.569
C6 -1.945 -2.447 3.231
C7 -1.005 -2.089 2.279
N2 -1.038 -0.905 1.669
C8 -0.213 1.778 -2.025
C9 -0.283 2.395 -3.256
C10 0.758 2.206 -4.152
C11 1.830 1.405 -3.780
C12 1.825 0.816 -2.531
N3 0.814 0.992 -1.673
H1 -3.717 0.447 3.160
H2 -3.682 -1.790 4.314
H3 -1.900 -3.422 3.694
H4 -0.209 -2.764 1.986
H5 -1.144 3.011 -3.476
H6 0.741 2.682 -5.123
H7 2.669 1.243 -4.442
H8 2.651 0.200 -2.201
C13 -1.154 5.378 1.658
C14 0.262 4.995 2.051
N4 0.291 3.717 2.770
C15 0.741 2.552 2.339
S1 1.620 2.455 0.785
N5 0.550 1.464 3.056
N6 1.181 0.408 2.425
C16 2.057 -0.312 3.014
C17 2.411 -0.196 4.451
C18 2.776 -1.205 2.087
C19 3.723 -2.122 2.499
C20 4.397 -2.868 1.541
C21 4.086 -2.682 0.206
C22 3.112 -1.757 -0.130
N7 2.483 -1.014 0.781
H9 -1.146 6.345 1.156
H10 -1.794 5.465 2.537
H11 -1.596 4.637 0.992
H12 0.712 5.747 2.698
H13 0.901 4.900 1.175
H14 -0.191 3.681 3.659
H15 1.765 0.525 4.941
H16 3.451 0.121 4.554
H17 2.311 -1.165 4.943
H18 3.933 -2.245 3.551
H19 5.149 -3.586 1.838
H20 4.582 -3.243 -0.572
H21 2.809 -1.624 -1.158
O3 0.323 -1.545 -0.737
C23 -0.619 -1.937 -1.490
C24 -0.363 -3.052 -2.455
C25 -0.375 -2.557 -3.913
C26 -1.773 -2.400 -4.505
C27 -2.666 -1.375 -3.811
C28 -2.940 -1.675 -2.343
N8 -1.803 -1.359 -1.468
H22 -1.118 -3.832 -2.323
H23 0.605 -3.477 -2.195
H24 0.178 -3.282 -4.510
H25 0.177 -1.612 -3.982
H26 -2.271 -3.375 -4.484
H27 -1.679 -2.130 -5.558
H28 -3.628 -1.343 -4.325
H29 -2.236 -0.371 -3.892
H30 -3.221 -2.721 -2.203
H31 -3.768 -1.069 -1.982
H32 -1.906 -0.604 -0.804

Values from the calculation:
Gap between HOMO and LUMO (alpha / beta), eV: 7.95 / 6.64
Highest occupied orbital energy (alpha / beta), Ha: -0.5171 / -0.5164
2S+1: 4
Energy above the lowest of the compared OMol25 structures with the same formula, charge and spin, eV: 0.000
Charge: +2
E_LUMO (alpha / beta), Eh: -0.2249 / -0.2723

No. 3
This record from the Open Molecules 2025 dataset describes 2 unconnected molecules or ions with the total composition C2H7N2O2. The level of theory is wB97M-V/def2-TZVPD.

CARTESIAN COORDINATES (ANGSTROEM)
C1 1.588 -0.085 0.088
C2 -1.548 -0.137 0.022
N1 2.293 0.761 -0.591
N2 -2.390 0.787 0.425
O1 2.188 -1.082 0.643
O2 -2.235 -1.184 -0.486
H1 0.427 -0.001 0.099
H2 1.875 1.574 -1.026
H3 3.302 0.644 -0.672
H4 -2.068 1.645 0.840
H5 1.621 -1.696 1.136
H6 -3.394 0.656 0.338
H7 -1.658 -1.883 -0.817

Values from the calculation:
Gap between HOMO and LUMO, eV: 9.50
Highest occupied orbital energy, Ha: -0.4841
Energy above the lowest of the compared OMol25 structures with the same formula, charge and spin, eV: 1.816
Charge: +1
E_LUMO, Eh: -0.1349

No. 4
This record from the Open Molecules 2025 dataset describes a molecular structure, C17H20FeNO3. The level of theory is wB97M-V/def2-TZVPD.

CARTESIAN COORDINATES (ANGSTROEM)
O1 1.371 2.993 -0.391
C1 0.592 2.115 -0.247
Fe1 -0.575 0.771 -0.371
C2 -1.793 1.945 -0.932
O2 -2.369 2.701 -1.608
C3 0.054 0.317 -1.915
O3 0.359 0.245 -3.047
C4 -1.094 1.055 2.809
C5 0.373 0.537 2.433
C6 0.646 -0.045 1.030
C7 -0.254 -1.062 0.581
C8 -1.589 -0.673 0.825
C9 -1.870 0.513 1.581
H1 -1.124 2.189 2.706
H2 1.152 1.299 2.587
H3 0.569 -0.302 3.121
H4 1.697 -0.184 0.713
H5 0.022 -1.957 -0.002
H6 -2.397 -1.292 0.407
H7 -2.917 0.832 1.443
C10 1.676 0.751 7.989
C11 1.546 0.360 6.522
C12 0.189 0.611 5.908
C13 -0.913 -0.316 5.883
C14 -0.991 -1.671 6.460
N1 -1.879 0.198 5.126
C15 -1.413 1.330 4.339
C16 -0.214 1.726 5.219
C17 0.512 3.013 5.152
H8 2.695 0.555 8.327
H9 1.463 1.813 8.128
H10 0.989 0.171 8.610
H11 2.276 0.919 5.914
H12 1.798 -0.706 6.395
H13 -0.009 -1.981 6.834
H14 -1.708 -1.731 7.291
H15 -1.309 -2.400 5.699
H16 -2.804 -0.188 5.016
H17 -2.190 2.113 4.235
H18 -0.121 3.827 4.747
H19 0.885 3.359 6.139
H20 1.401 2.911 4.497

Values from the calculation:
Gap between HOMO and LUMO (alpha / beta), eV: 4.32 / 4.47
Highest occupied orbital energy (alpha / beta), Ha: -0.3067 / -0.4075
2S+1: 5
Energy above the lowest of the compared OMol25 structures with the same formula, charge and spin, eV: 0.270
Charge: +1
E_LUMO (alpha / beta), Eh: -0.1480 / -0.2431

> What is the formula in the fourth record?

C17H20FeNO3

> What is the energy above the lowest of the compared OMol25 structures with the same formula, charge and spin in the fourth record?

0.270 eV

> What is the energy above the lowest of the compared OMol25 structures with the same formula, charge and spin in the second record?

0.000 eV

> energy above the lowest of the compared OMol25 structures with the same formula, charge and spin of number 1 (C31H27Cl2FN5OSiYb)?

0.357 eV